# 1
{"formula": "C14H32F3NO10P2", "method": "ωB97M-V with the def2-TZVPD basis set", "symbols": ["O", "C", "O", "N", "C", "F", "F", "F", "H", "H", "O", "P", "O", "C", "C", "O", "C", "C", "O", "C", "C", "H", "H", "H", "H", "H", "H", "H", "H", "H", "H", "H", "H", "H", "H", "H", "O", "P", "O", "C", "C", "O", "C", "C", "O", "C", "C", "H", "H", "H", "H", "H", "H", "H", "H", "H", "H", "H", "H", "H", "H", "H"], "xyz": [[7.012, -0.852, 6.838], [6.640, -0.925, 5.708], [5.743, -1.876, 5.299], [7.079, -0.133, 4.639], [7.410, 1.210, 5.002], [6.572, 1.755, 5.883], [7.337, 1.965, 3.898], [8.650, 1.267, 5.459], [4.924, -1.652, 5.754], [6.306, -0.112, 3.981], [2.914, -1.132, 2.738], [2.190, -1.610, 1.528], [1.670, -3.109, 1.901], [0.673, -3.260, 2.910], [-0.694, -2.791, 2.442], [3.418, -1.972, 0.514], [4.757, -1.583, 0.811], [5.492, -2.676, 1.558], [1.187, -1.422, 0.229], [0.616, -0.116, 0.000], [1.678, 0.949, -0.195], [0.976, -2.726, 3.815], [0.634, -4.322, 3.152], [-0.718, -1.703, 2.331], [-1.464, -3.069, 3.162], [-0.939, -3.224, 1.473], [4.773, -0.643, 1.363], [5.252, -1.396, -0.144], [4.932, -3.021, 2.427], [6.470, -2.324, 1.893], [5.638, -3.545, 0.915], [-0.039, 0.146, 0.836], [-0.003, -0.190, -0.893], [2.265, 1.096, 0.719], [1.220, 1.902, -0.457], [2.373, 0.659, -0.982], [-6.128, 1.358, -2.393], [-4.854, 1.469, -3.149], [-3.741, 0.703, -2.233], [-3.849, -0.707, -2.053], [-3.486, -1.469, -3.317], [-4.428, 3.022, -2.884], [-5.332, 3.952, -2.288], [-5.157, 4.000, -0.783], [-3.939, 1.464, -4.527], [-4.615, 1.259, -5.785], [-5.675, 2.313, -6.044], [-4.858, -0.969, -1.721], [-3.159, -0.976, -1.254], [-4.247, -1.329, -4.091], [-3.411, -2.538, -3.114], [-2.538, -1.116, -3.722], [-6.362, 3.722, -2.560], [-5.102, 4.930, -2.714], [-5.196, 3.005, -0.342], [-5.930, 4.618, -0.323], [-4.181, 4.420, -0.532], [-5.058, 0.259, -5.802], [-3.853, 1.296, -6.561], [-6.491, 2.244, -5.315], [-6.102, 2.189, -7.038], [-5.251, 3.313, -5.960]], "forces_ev_per_angstrom": [[0.18, 0.41, -0.01], [0.36, -0.77, 0.58], [0.05, 0.61, -0.60], [-1.25, 0.16, 0.39], [0.44, -0.24, -0.66], [0.04, 0.06, 0.34], [0.01, 0.03, -0.22], [0.06, 0.19, 0.40], [-0.26, -0.44, 0.20], [0.30, -0.03, -0.48], [-2.30, 2.17, -0.15], [3.40, -5.27, -2.07], [-0.14, 0.87, -0.14], [-0.29, -0.06, 0.19], [0.06, 0.17, -0.05], [-0.47, 0.53, 0.04], [0.34, -0.19, 0.15], [0.02, -0.20, 0.01], [-0.48, 1.96, 2.24], [-0.06, 0.37, -0.15], [0.22, -0.09, 0.10], [0.05, -0.01, -0.03], [0.13, -0.01, -0.09], [-0.04, -0.03, 0.03], [0.03, 0.00, 0.02], [0.01, -0.07, 0.02], [-0.10, -0.05, 0.09], [-0.16, -0.04, -0.08], [-0.03, 0.20, 0.07], [0.01, -0.02, -0.02], [0.04, 0.04, -0.04], [-0.05, -0.02, -0.06], [0.03, -0.22, 0.02], [-0.08, 0.02, -0.02], [-0.03, -0.01, 0.01], [-0.06, 0.00, -0.07], [-0.82, -1.57, -2.65], [4.00, 3.51, 3.89], [-0.48, 0.04, -0.66], [0.04, -0.36, -0.07], [-0.11, 0.06, -0.10], [-0.21, -0.30, -0.53], [-0.07, 0.13, 0.34], [0.17, -0.02, 0.11], [-2.56, -1.56, -0.19], [-0.16, 0.09, -0.32], [-0.06, 0.10, 0.21], [0.01, 0.08, 0.02], [0.01, 0.17, 0.03], [0.02, -0.05, 0.02], [-0.02, 0.01, 0.03], [0.04, -0.01, 0.05], [0.02, -0.16, 0.05], [0.13, -0.08, -0.09], [-0.17, -0.05, -0.10], [0.01, 0.02, -0.02], [-0.02, 0.05, -0.01], [0.06, -0.01, -0.03], [0.14, 0.00, 0.16], [0.02, -0.05, -0.06], [0.01, -0.02, 0.00], [0.06, -0.01, -0.07]], "energy_ha": -2342.235084, "smiles": "CCOP(=O)(OCC)OCC.CCOP(=O)(OCC)OCC.O=C(O)NC(F)(F)F", "homo_lumo_gap_ev": 10.55, "fmax_ev_per_a": 6.605, "homo_energy_ev": -10.5, "charge": 0}

=====

# 2
{"formula": "C7H12MnO3", "method": "ωB97M-V with the def2-TZVPD basis set", "symbols": ["C", "C", "H", "H", "H", "H", "H", "O", "C", "O", "O", "C", "C", "C", "C", "Mn", "H", "H", "H", "H", "H", "H", "H"], "xyz": [[1.197, -1.685, 2.620], [2.263, -1.673, 3.420], [0.732, 1.459, 1.516], [0.454, -0.884, 2.643], [2.864, -2.571, 3.584], [2.594, -0.757, 3.916], [0.957, -2.591, 2.055], [-3.205, -1.396, -3.424], [-2.139, -1.261, -2.756], [-1.327, -2.227, -2.663], [-1.912, -0.104, -2.174], [-0.697, 0.049, -1.437], [-0.677, 1.480, -0.929], [0.561, 1.945, -0.348], [0.693, 2.462, 0.971], [-2.554, -3.178, -3.757], [0.161, -0.150, -2.091], [-0.685, -0.657, -0.597], [-1.556, 1.764, -0.334], [-0.686, 2.182, -1.806], [1.473, 1.877, -0.954], [1.667, 2.920, 1.181], [-0.178, 2.995, 1.364]], "forces_ev_per_angstrom": [[0.08, -0.50, 0.39], [0.00, 0.24, -0.31], [-0.13, 0.34, -0.25], [0.34, 0.04, -0.31], [-0.03, 0.39, -0.30], [-0.29, -0.40, 0.21], [-0.16, 0.30, 0.28], [-0.35, 0.68, 0.06], [-0.10, 1.96, 0.76], [1.42, 0.10, 0.84], [-0.30, -0.13, -0.28], [0.64, -0.46, -0.04], [-0.62, 1.13, -0.13], [0.41, -0.30, 0.22], [0.55, 0.09, 0.21], [-0.92, -2.48, -1.51], [-0.16, -0.03, 0.17], [0.01, 0.16, -0.19], [0.24, -0.40, 0.02], [-0.14, -0.29, -0.01], [-0.16, -0.30, 0.14], [-0.39, 0.09, -0.04], [0.05, -0.21, 0.07]], "energy_ha": -1649.912133, "homo_lumo_gap_ev": [5.65, 5.65], "fmax_ev_per_a": 3.048, "homo_energy_ev": [-14.9, -14.9], "relative_energy_kcal_mol": 3.6, "charge": 2, "multiplicity": 6}